Density functional theory data (ωB97M-V with the def2-TZVPD basis set) for a cluster of 5 separate species, C5H20NO4 in total in a non-equilibrium geometry.

The charge is +1. For the energy, the calculation gives -557.9286 Ha. For the energy above the lowest of the compared OMol25 structures with the same formula, charge and spin, the calculation gives 44.5 kcal/mol. The gap between HOMO and LUMO comes out at 9.63 eV.

Geometry (Å):
1 O 2.08246 1.02819 -3.32672
2 O -0.44984 0.62924 -2.56752
3 O 1.79054 1.49307 2.74597
4 O 0.36032 -3.61149 2.36414
5 N 0.26987 -0.70603 -0.31430
6 C -1.94178 -0.09699 0.73970
7 C -2.31774 1.18003 0.00103
8 C -0.47804 -0.44988 0.96653
9 C 0.99244 -1.79947 -0.32216
10 C -1.27525 2.26167 -0.09291
11 H -1.25886 3.00656 0.78670
12 H -0.26065 1.90375 -0.05381
13 H 2.49515 0.89828 2.88144
14 H -0.07623 1.17644 -3.24475
15 H 2.59292 0.80091 -4.09964
16 H -1.27272 0.40387 -3.00937
17 H -1.40370 2.66605 -1.09410
18 H -3.32958 1.60424 0.36328
19 H 2.04437 2.38133 2.74953
20 H -0.01346 -0.14612 -1.15222
21 H 0.04170 -3.84688 3.24715
22 H 2.66595 0.94132 -2.57215
23 H 1.46708 -2.22439 -1.16855
24 H 1.26059 -4.02433 2.31465
25 H -2.31644 0.01765 1.81459
26 H 0.01789 0.45567 1.47995
27 H 1.10321 -2.39370 0.53297
28 H -2.64790 -0.94759 0.38760
29 H -0.45813 -1.39463 1.55944
30 H -2.68588 0.77944 -1.00259

Force components x, y, z for each atom (eV/Å):
O -0.370 0.093 0.163
O -1.151 -0.427 -0.151
O -2.612 -1.396 -0.564
O 1.292 -0.484 -0.015
N 0.606 -3.158 1.387
C -2.383 -0.864 2.219
C -2.458 -0.725 -1.022
C 0.014 1.082 0.283
C -1.606 2.714 -1.146
C 0.103 1.052 0.865
H -0.606 -0.845 -1.608
H 0.451 -0.478 -0.231
H 1.502 -0.464 0.360
H 1.408 0.620 -0.252
H 0.369 -0.060 -0.298
H -0.515 -0.407 0.402
H 0.185 0.939 0.380
H 1.697 -0.672 -0.041
H 1.087 1.844 0.155
H 0.666 -0.153 -0.205
H 0.025 0.051 -0.205
H 0.252 0.076 0.010
H 0.307 0.377 -1.239
H -1.246 0.415 0.203
H 0.613 -0.143 -1.093
H -0.501 -1.687 -0.589
H -0.194 -0.299 1.563
H 1.668 1.019 0.285
H 0.426 0.969 -0.292
H 0.970 1.012 0.676

Results of the Löwdin charge analysis, in e, for atoms 1 through 8: O -0.04; O -0.04; O -0.01; O -0.08; N 0.10; C -0.22; C -0.29; C -0.15

***

Density functional theory data (ωB97M-V with the def2-TZVPD basis set) for a cluster of 5 separate species, C5H20NO5 in total in a non-equilibrium geometry.

The charge is -1. For the energy, the calculation gives -633.4464 Ha. For the energy above the lowest of the compared OMol25 structures with the same formula, charge and spin, the calculation gives 40.4 kcal/mol. The gap between HOMO and LUMO comes out at 7.74 eV.

Geometry (Å):
1 O 0.38939 -3.23038 -1.70492
2 O 2.46759 -1.34847 1.53260
3 O 0.31871 -2.28362 0.73841
4 O -3.74685 -0.00773 -0.13095
5 O 0.13721 3.47187 -1.22121
6 N 0.17733 0.66630 1.64376
7 C 0.67985 0.00508 -0.76389
8 C -0.08587 0.08755 -2.08592
9 C -0.66521 -1.42650 1.13434
10 C -0.39366 0.04370 0.44564
11 C 0.35276 2.08777 1.62961
12 H 1.30637 0.84202 -0.57866
13 H -0.78065 -1.32786 2.25560
14 H 0.20430 -3.03713 -0.72816
15 H 0.49804 2.66895 -0.82905
16 H 1.23694 -0.89290 -0.58490
17 H -0.63987 1.02240 -2.17345
18 H 1.62462 -1.86954 1.04173
19 H -1.66493 -1.78897 0.70410
20 H 0.55824 0.18977 -3.01090
21 H 1.15289 0.28838 1.77163
22 H -0.54370 2.68026 1.45998
23 H -0.77997 3.19273 -1.30482
24 H 1.25028 -2.83838 -1.86252
25 H 0.78547 2.32307 2.64197
26 H -1.19459 0.70561 0.14690
27 H -3.33835 -0.35448 0.67182
28 H 3.21989 -1.64506 1.00778
29 H -0.73633 -0.80227 -2.16499
30 H -2.93967 0.09944 -0.64900
31 H 1.14979 2.47836 0.96745

Force components x, y, z for each atom (eV/Å):
O -0.370 -0.354 0.193
O -0.186 -0.742 -0.926
O -0.015 -0.801 0.275
O 0.427 0.011 0.099
O -0.301 -0.233 -0.114
N 1.468 0.650 0.029
C -2.828 -0.061 1.022
C 0.970 -0.137 -0.956
C -1.310 -0.047 -2.364
C 2.330 -1.018 1.473
C 1.556 0.682 1.279
H 0.843 0.858 -0.115
H 0.191 0.281 -1.150
H 0.398 0.306 -0.414
H 0.444 0.066 0.078
H 0.257 -0.313 -0.440
H -0.509 -0.053 0.385
H 0.056 0.742 1.333
H 0.627 0.146 0.607
H -0.346 -0.674 0.947
H -1.380 -0.127 -0.006
H -0.243 -0.172 0.043
H -0.222 0.339 -0.177
H 0.017 0.064 0.097
H -0.679 0.218 -0.693
H -0.832 -0.192 -0.069
H -0.306 -0.121 0.235
H 0.135 0.200 0.207
H 0.223 0.502 -0.242
H -0.199 0.057 -0.382
H -0.216 -0.077 -0.254

Results of the Löwdin charge analysis, in e, for atoms 1 through 8: O -0.13; O -0.20; O -0.33; O -0.07; O -0.07; N -0.14; C -0.19; C -0.11

***

Density functional theory data (ωB97M-V with the def2-TZVPD basis set) for a structure of composition C5H20O5 in a non-equilibrium geometry.

For the energy, the calculation gives -578.3222 Ha. For the energy above the lowest of the compared OMol25 structures with the same formula, charge and spin, the calculation gives 216.2 kcal/mol. The gap between HOMO and LUMO comes out at 8.77 eV.

Geometry (Å):
1 O 0.24874 -15.68101 -3.61752
2 O -3.03385 -18.88288 -1.38353
3 O -0.92125 -17.36724 -3.21304
4 O -0.59734 -18.41714 -4.88221
5 O -2.74004 -18.22211 0.53943
6 C -0.26954 -17.19992 -5.58137
7 C -0.92376 -14.90958 -3.95546
8 C -3.99339 -18.61397 1.21623
9 C -1.19835 -17.34474 -1.77411
10 C -4.40272 -19.05667 -1.65888
11 H -4.64468 -19.36390 -2.67632
12 H 0.63924 -16.65983 -5.31580
13 H -2.89307 -18.42520 -0.38627
14 H -0.22604 -17.32680 -6.66308
15 H -0.24315 -17.06276 -1.33118
16 H 1.05197 -15.20273 -3.83585
17 H -3.97479 -18.33673 2.27021
18 H -4.94845 -18.14036 -1.43381
19 H -1.48181 -18.33147 -1.40790
20 H -0.42819 -16.57555 -3.44044
21 H -2.58711 -19.49323 -1.97472
22 H -4.90292 -19.88890 -1.16361
23 H -1.82316 -15.51769 -3.85858
24 H -1.02064 -14.54990 -4.97984
25 H -4.14739 -19.67907 1.04316
26 H -0.99000 -16.39570 -5.43216
27 H -4.80430 -18.07824 0.72276
28 H -0.70828 -18.13531 -3.97124
29 H -0.99116 -14.01068 -3.34265
30 H -1.91214 -16.54802 -1.56468

Force components x, y, z for each atom (eV/Å):
O 2.013 6.583 -0.422
O -3.746 -4.638 -8.215
O -5.351 0.155 9.239
O 2.092 -1.710 -7.997
O -0.901 1.685 6.898
C -0.521 -1.080 -0.981
C -0.667 2.233 -0.109
C 1.742 0.821 -1.261
C 2.354 0.740 -1.145
C -2.255 -0.506 -0.724
H 0.701 0.668 -0.533
H 0.583 -1.067 -0.166
H 0.775 0.922 2.330
H -0.094 -0.539 -0.036
H -0.019 0.084 0.487
H 0.122 -0.006 -0.057
H 0.159 -0.237 -0.096
H 0.230 -0.070 -0.042
H 1.522 1.529 -0.366
H 0.310 -2.178 0.721
H 0.466 -0.111 -0.078
H 0.430 0.057 0.959
H 0.416 -0.005 0.564
H 0.887 -0.128 -0.215
H -0.134 -0.180 0.499
H -0.614 -0.713 -0.317
H -0.321 0.056 0.337
H 0.112 -1.801 0.133
H 0.030 -0.171 0.350
H -0.322 -0.394 0.245

Results of the Löwdin charge analysis, in e, for atoms 1 through 8: O -0.07; O -0.10; O -0.10; O -0.10; O -0.15; C -0.16; C -0.08; C -0.12

***

Density functional theory data (ωB97M-V with the def2-TZVPD basis set) for a cluster of 5 separate species, C5H20O5 in total in a non-equilibrium geometry.

The charge is +1. For the energy, the calculation gives -578.2179 Ha. For the energy above the lowest of the compared OMol25 structures with the same formula, charge and spin, the calculation gives 24.9 kcal/mol. As for the spin multiplicity: 2. The gap between HOMO and LUMO (spin up / spin down) comes out at 9.10 / 2.42 eV.

Geometry (Å):
1 O 0.58914 2.74848 -0.80860
2 O -3.01991 -1.91851 3.59568
3 O -0.96982 -0.05131 -3.63606
4 O 1.29101 -0.05157 3.05722
5 O -0.16574 0.09295 -0.88399
6 C -0.27676 -1.12090 -0.20216
7 C -1.81717 -1.12175 3.64121
8 C 0.95767 3.04066 -2.18710
9 C 1.88035 -1.30244 3.14224
10 C -0.16638 0.71666 -4.46966
11 H -1.12205 -1.26480 0.47081
12 H -2.07769 -0.07018 3.76123
13 H -2.83886 -2.76499 3.18059
14 H 0.58802 -1.24687 0.44928
15 H 0.09098 0.08083 -5.31676
16 H 2.89639 -1.16393 3.51179
17 H -0.24425 -1.86400 -0.99894
18 H 0.37350 1.81864 -0.70607
19 H 0.96659 4.12159 -2.32717
20 H -1.12165 -1.42338 2.85802
21 H 1.47847 -1.91823 3.94685
22 H 0.10353 2.61735 -2.71565
23 H -1.17183 -1.30508 4.50031
24 H 1.89450 2.50256 -2.33164
25 H 2.03749 0.52819 2.88922
26 H -0.44065 -0.04500 -1.79339
27 H 2.02731 -1.92174 2.25738
28 H 0.72776 1.06257 -3.95104
29 H -0.72374 1.58361 -4.82441
30 H -1.74624 -0.35939 -4.10919

Force components x, y, z for each atom (eV/Å):
O 0.761 2.626 -1.047
O 0.548 0.729 0.184
O -0.361 -0.433 1.734
O -0.505 0.644 -0.775
O 0.196 2.344 0.156
C 0.881 -1.471 0.276
C 0.078 -1.016 0.558
C -1.182 0.343 1.887
C 1.910 -1.367 1.503
C -0.045 0.052 -1.305
H -0.489 0.503 -0.433
H -0.061 -0.095 -0.820
H 0.151 0.022 0.100
H 0.170 0.058 -0.144
H 0.524 0.443 -0.231
H 0.376 -0.079 -0.025
H -0.198 -0.555 0.517
H -0.571 -2.851 0.280
H 0.430 -0.213 0.263
H -0.304 0.771 -0.695
H -0.730 0.071 -0.236
H 0.143 -0.405 -0.608
H -0.397 -0.417 0.677
H 0.129 -0.137 -0.453
H -0.349 0.437 0.038
H -0.449 -0.061 -0.640
H -0.676 0.273 -0.532
H -0.047 -0.428 -0.038
H 0.116 0.236 -0.190
H -0.048 -0.024 0.000

Results of the Löwdin charge analysis, in e, for atoms 1 through 8: O 0.25; O -0.11; O -0.12; O -0.11; O -0.11; C -0.09; C -0.15; C 0.06